{"formula": "C12H18AsNO9SSiTi", "method": "the ωB97M-V functional and the def2-TZVPD basis", "homo_ev": [-4.462, -6.461], "e_above_lowest_ev": 0.7074, "charge": -1, "total_energy_ha": -4973.26633, "multiplicity": 2, "largest_force_ev_per_a": 0.6, "orbital_gap_ev": [7.2, 9.2], "symbols": ["Ti", "O", "As", "O", "O", "C", "C", "C", "C", "C", "C", "S", "O", "O", "O", "H", "H", "H", "H", "H", "O", "C", "O", "H", "C", "Si", "C", "C", "O", "H", "H", "H", "H", "H", "H", "H", "H", "H", "C", "C", "N", "H", "H", "H"], "xyz": [[-0.759, 0.409, 0.055], [0.164, -0.553, 4.487], [-0.057, -1.219, 2.865], [1.152, -2.251, 2.508], [-0.149, 0.205, 1.965], [-1.792, -2.058, 3.146], [-1.992, -2.586, 4.417], [-3.171, -3.252, 4.728], [-4.166, -3.396, 3.778], [-3.984, -2.868, 2.506], [-2.807, -2.207, 2.202], [-2.631, -1.519, 0.566], [-2.754, -0.051, 0.752], [-3.615, -2.127, -0.272], [-1.210, -1.775, 0.243], [0.152, 0.408, 4.400], [-1.227, -2.469, 5.172], [-3.307, -3.659, 5.723], [-5.084, -3.917, 4.019], [-4.741, -2.969, 1.741], [-0.077, 1.374, -3.081], [-1.182, 0.936, -2.830], [-1.540, 0.252, -1.785], [-2.016, 1.092, -3.542], [-2.118, 2.924, 2.588], [-1.645, 3.406, 0.837], [-0.810, 5.085, 0.922], [-3.218, 3.565, -0.175], [-0.642, 2.325, 0.160], [-2.727, 3.710, 3.045], [-1.223, 2.776, 3.198], [-2.685, 1.991, 2.605], [-1.481, 5.855, 1.313], [-0.476, 5.396, -0.070], [0.068, 5.040, 1.571], [-4.036, 4.010, 0.400], [-3.541, 2.573, -0.502], [-3.056, 4.174, -1.068], [3.339, -1.361, 0.470], [2.242, -0.595, -0.096], [1.319, -0.041, -0.482], [3.058, -2.412, 0.465], [3.460, -1.061, 1.509], [4.255, -1.192, -0.092]]}